Computed, not measured: a cluster of 2 separate species, CH3N2O2 in total, with ωB97M-V/def2-TZVPD.

The value obtained for the gap between HOMO and LUMO (alpha / beta) is 6.46 / 6.46 eV. Its charge is +1. The calculation puts the energy above the lowest of the compared OMol25 structures with the same formula, charge and spin at 89.0 kJ/mol.

Geometry as XYZ:
```
8
CH3N2O2 ωB97M-V/def2-TZVPD
O -0.73084 1.49102 3.06164
O -0.63059 0.17658 0.49213
N -0.01749 1.83257 2.32646
N 0.63421 -0.51085 -1.30339
C -0.44233 -0.49605 -0.52918
H 0.89362 -1.09003 -2.11276
H -1.22287 -1.34894 -0.77543
H 1.51630 -0.05431 -1.15946
```

Mulliken atomic charge list, values in e, 2 entries: O 0.229; O -0.522